# 1
Formula: C35H52O27
Source: OMol25
Level of theory: wB97M-V/def2-TZVPD

For the HOMO energy, the calculation gives -9.817 eV. The structure (SMILES) is C[C@H]1COC(=O)O1.C[C@H]1COC(=O)O1.C[C@H]1COC(=O)O1.C[C@H]1COC(=O)O1.C[C@H]1COC(=O)O1.C[C@H]1COC(=O)O1.C[C@H]1COC(=O)O1.C[C@H]1COC(=O)O1.O=C1OCCO1. Its spin multiplicity is 1. Its frontier orbital gap is 9.606 eV. Its largest force on an atom is 6.2 eV Å⁻¹. The value obtained for the relative energy (zero: lowest compared OMol25 entry of this formula, charge and spin) is 136.5 kcal per mole.

Positions of all 114 atoms, in Å:
C1 4.1272 -2.9105 4.1191
C2 3.4468 -4.2140 4.4005
C3 3.2449 -4.8976 3.0612
O1 4.1526 -5.9848 3.0630
C4 4.8501 -6.0164 4.1346
O2 5.7487 -6.7885 4.3715
O3 4.3730 -5.0132 4.9672
H1 4.3096 -2.6805 3.0693
H2 5.0415 -2.6263 4.6401
H3 3.3920 -2.1424 4.3590
H4 2.5188 -4.1703 4.9705
H5 3.4631 -4.2918 2.1817
H6 2.2529 -5.3475 3.1024
C5 3.3731 0.9791 1.4814
C6 4.8203 1.3971 1.8189
C7 5.0823 2.7792 2.5184
O4 5.9933 2.4149 3.4594
C8 5.9803 1.1914 3.7543
O5 6.4768 0.7232 4.7447
O6 5.1738 0.5218 2.7765
H7 3.3053 -0.0422 1.1068
H8 2.9812 1.5672 0.6515
H9 2.7032 1.0612 2.3373
H10 5.4998 1.0822 1.0269
H11 4.2368 3.2886 2.9807
H12 5.5610 3.4000 1.7611
C9 2.5500 1.7467 -2.6021
C10 4.0277 2.2214 -2.9909
C11 4.1913 3.7042 -3.3119
O7 5.2554 4.0300 -2.4575
C12 5.5802 3.0907 -1.5360
O8 6.2919 3.2617 -0.5509
O9 4.9327 1.9986 -1.8608
H13 1.8209 2.0085 -3.3689
H14 2.2786 2.1413 -1.6230
H15 2.3738 0.6720 -2.5555
H16 4.2917 1.5127 -3.7758
H17 3.2261 4.1730 -3.1198
H18 4.3233 3.6745 -4.3935
C13 -0.1406 0.9226 -0.5457
C14 -0.6492 0.0371 0.6427
C15 -1.1195 -1.3561 0.2521
O10 -0.4949 -2.1897 1.2182
C16 0.5368 -1.5058 1.7736
O11 1.3774 -1.9733 2.6325
O12 0.5457 -0.2523 1.3700
H19 -0.7535 1.6086 -1.1305
H20 0.5198 0.3744 -1.2175
H21 0.5911 1.5638 -0.0542
H22 -1.3264 0.5549 1.3220
H23 -0.7281 -1.6638 -0.7175
H24 -2.2076 -1.3504 0.3170
C17 -1.2915 -3.8027 -4.1698
C18 -0.3182 -2.7114 -4.5830
C19 -0.5975 -2.0390 -5.9337
O13 -0.5548 -0.7026 -5.6227
C20 -0.5080 -0.4974 -4.2640
O14 -0.5521 0.6046 -3.6561
O15 -0.5215 -1.6693 -3.6847
H25 -1.2236 -3.9435 -3.0910
H26 -1.1260 -4.7705 -4.6433
H27 -2.3269 -3.5517 -4.4002
H28 0.7203 -3.0030 -4.4267
H29 -1.5542 -2.3174 -6.3757
H30 0.1558 -2.4184 -6.6242
C21 0.6731 5.4908 -1.6724
C22 -0.2351 5.2987 -2.9171
C23 -0.5608 3.7987 -3.2172
O16 -1.9220 3.6623 -2.8512
C24 -2.4151 4.8674 -2.6180
O17 -3.5868 5.1300 -2.5291
O18 -1.4867 5.7916 -2.5782
H31 1.6770 5.0666 -1.6529
H32 0.1589 5.1170 -0.7869
H33 0.8393 6.5663 -1.6110
H34 0.0337 5.8271 -3.8318
H35 -0.0259 2.9968 -2.7085
H36 -0.4888 3.6218 -4.2904
C25 -3.9404 2.1129 -0.9453
C26 -3.4347 2.5874 0.4442
C27 -4.4444 3.4288 1.1252
O19 -4.4650 2.9376 2.4344
C28 -3.9610 1.7078 2.3881
O20 -3.9980 0.9416 3.3777
O21 -3.4106 1.4026 1.1968
H37 -4.1253 2.9755 -1.5856
H38 -4.8781 1.5572 -0.9401
H39 -3.1613 1.5052 -1.4055
H40 -2.4851 3.1223 0.4360
H41 -5.4695 3.4324 0.7546
H42 -4.3029 4.5003 1.2665
C29 -6.4720 -4.5558 -1.3034
C30 -6.0690 -3.0437 -1.4402
C31 -5.0893 -2.4517 -0.4493
O22 -4.3769 -1.4328 -1.1304
C32 -4.5100 -1.6375 -2.4753
O23 -4.0000 -0.9407 -3.3265
O24 -5.3790 -2.6606 -2.6794
H43 -5.6457 -5.2213 -1.0539
H44 -6.8458 -4.7731 -2.3039
H45 -7.3488 -4.8687 -0.7365
H46 -6.9762 -2.4406 -1.4032
H47 -4.4526 -3.2636 -0.0980
H48 -5.5531 -2.0488 0.4511
O25 0.5567 -2.6680 6.2536
C33 -0.4544 -2.2057 5.7726
O26 -1.1614 -1.1493 6.1882
C34 -2.2812 -0.9688 5.3778
C35 -2.2886 -2.0807 4.4103
O27 -1.1716 -2.8374 4.7686
H49 -3.1540 -1.0403 6.0268
H50 -2.1503 -0.0893 4.7474
H51 -2.3590 -1.7740 3.3667
H52 -3.1073 -2.7575 4.6550


# 2
Formula: C62H68BBrHfN12O6S3
Source: OMol25
Level of theory: wB97M-V/def2-TZVPD

For the HOMO energy, the calculation gives -6.614 eV. Its spin multiplicity is 1. Its frontier orbital gap is 6.808 eV. Its largest force on an atom is 1.6 eV Å⁻¹. The value obtained for the relative energy (zero: lowest compared OMol25 entry of this formula, charge and spin) is 0.0 kcal per mole.

Positions of all 154 atoms, in Å:
Hf1 0.0012 -0.5931 -0.9293
C1 -0.4357 3.0067 1.7734
C2 -1.9386 3.1554 2.0107
C3 -2.2355 4.6528 2.0257
C4 -2.3620 2.5348 3.3420
N1 -2.7912 2.5231 0.9503
C5 -3.8492 3.1917 0.3648
C6 -4.5587 2.2911 -0.3387
N2 -3.9686 1.0592 -0.1790
B1 -4.7507 -0.2346 -0.5911
N3 -4.3918 -0.8458 -1.9631
C7 -5.3333 -1.6432 -2.5682
C8 -4.9048 -1.9349 -3.8064
N4 -3.6814 -1.3067 -3.9759
C9 -3.3634 -0.6780 -2.8066
S1 -2.0134 0.3524 -2.5410
C10 -2.9703 -1.2290 -5.2889
C11 -1.5382 -1.7323 -5.1658
C12 -3.0114 0.2133 -5.7924
C13 -3.7029 -2.1150 -6.2958
N5 -4.7581 -1.2478 0.5775
C14 -5.4298 -0.8621 1.7184
C15 -5.4101 -1.8818 2.5884
N6 -4.7235 -2.9241 1.9848
C16 -4.2823 -2.5102 0.7446
S2 -3.3500 -3.3856 -0.3673
C17 -4.5634 -4.2664 2.6128
C18 -3.0836 -4.5468 2.8462
C19 -5.2596 -4.2556 3.9729
C20 -5.2283 -5.3400 1.7519
C21 -2.8755 1.2162 0.5856
S3 -1.8350 -0.0840 1.0481
H1 0.0743 3.4101 2.6521
H2 -0.1222 3.5941 0.9123
H3 -0.1311 1.9780 1.6318
H4 -1.5322 5.1250 2.7113
H5 -3.2435 4.8756 2.3785
H6 -2.0886 5.0912 1.0380
H7 -1.8547 3.0442 4.1629
H8 -2.1074 1.4756 3.3732
H9 -3.4391 2.6419 3.4836
H10 -3.9933 4.2486 0.4662
H11 -5.4444 2.4146 -0.9333
H12 -5.8921 0.1504 -0.7095
H13 -6.2305 -1.9370 -2.0556
H14 -5.3725 -2.5183 -4.5732
H15 -0.9355 -1.0407 -4.5856
H16 -1.1139 -1.8194 -6.1681
H17 -1.5201 -2.7113 -4.6874
H18 -2.5100 0.8898 -5.1050
H19 -4.0449 0.5401 -5.9230
H20 -2.5103 0.2641 -6.7606
H21 -3.6896 -3.1651 -6.0004
H22 -3.1830 -2.0292 -7.2493
H23 -4.7339 -1.7978 -6.4528
H24 -5.8769 0.1127 1.8041
H25 -5.8334 -1.9504 3.5710
H26 -2.6601 -3.7718 3.4865
H27 -2.5419 -4.5693 1.9043
H28 -2.9702 -5.5090 3.3504
H29 -4.8093 -3.5350 4.6573
H30 -5.1457 -5.2461 4.4124
H31 -6.3275 -4.0509 3.8869
H32 -4.7496 -5.4258 0.7823
H33 -6.2838 -5.1020 1.6034
H34 -5.1641 -6.2974 2.2731
O1 -0.4591 -2.2762 -2.1100
N7 0.5450 -2.7292 -2.7894
N8 1.3205 -1.8000 -3.1478
O2 1.0752 -0.5545 -2.8216
C22 2.5796 -2.1315 -3.7551
C23 3.6188 -1.2408 -3.5529
C24 4.8478 -1.5387 -4.1242
C25 5.0122 -2.6930 -4.8755
C26 3.9454 -3.5637 -5.0646
C27 2.7080 -3.2863 -4.5072
H35 3.4592 -0.3555 -2.9517
H36 5.6775 -0.8599 -3.9770
H37 5.9735 -2.9164 -5.3189
H38 4.0739 -4.4600 -5.6564
H39 1.8632 -3.9444 -4.6490
Br1 0.7222 -3.2172 4.6918
C28 0.4104 -3.5821 2.8656
C29 0.6401 -4.8377 2.3395
C30 0.3690 -5.0253 0.9949
C31 -0.0747 -3.9550 0.2383
N9 -0.2700 -2.7378 0.7474
C32 -0.0567 -2.5655 2.0506
H40 1.0101 -5.6410 2.9619
H41 0.5110 -5.9889 0.5269
H42 -0.2872 -4.0664 -0.8139
H43 -0.2304 -1.5791 2.4603
O3 -1.3798 3.0673 -1.4860
C33 -0.1980 2.8213 -1.5217
N10 0.7667 3.7446 -1.8532
C34 2.0957 3.1920 -1.8817
C35 1.7810 1.7927 -1.3285
O4 2.6420 0.9622 -1.0985
N11 0.4356 1.6058 -1.2006
C36 3.0227 4.0077 -0.9933
C37 3.3140 3.6487 0.3165
C38 4.0679 4.4955 1.1204
C39 4.5440 5.6974 0.6223
C40 4.2644 6.0560 -0.6901
C41 3.5090 5.2147 -1.4893
C42 2.6539 2.9537 -3.2811
C43 4.0024 2.6370 -3.4303
C44 4.5108 2.3179 -4.6776
C45 3.6779 2.3077 -5.7907
C46 2.3364 2.6183 -5.6448
C47 1.8244 2.9370 -4.3923
H44 0.4899 4.5974 -2.3083
H45 2.9551 2.7097 0.7191
H46 4.2737 4.2113 2.1436
H47 5.1303 6.3543 1.2518
H48 4.6349 6.9910 -1.0901
H49 3.3021 5.4928 -2.5168
H50 4.6479 2.6377 -2.5611
H51 5.5602 2.0738 -4.7835
H52 4.0761 2.0584 -6.7657
H53 1.6778 2.6047 -6.5036
H54 0.7679 3.1488 -4.2845
C48 1.3569 2.9705 7.0404
C49 2.3508 2.5799 5.9817
C50 3.5977 3.1883 5.9418
C51 4.5305 2.8328 4.9783
C52 4.2123 1.8720 4.0381
C53 2.9694 1.2443 4.0741
N12 2.6336 0.2854 3.0877
C54 3.4512 -0.7209 2.6512
C55 4.5441 -1.1478 3.4289
C56 5.3563 -2.1738 3.0049
C57 5.1313 -2.8313 1.7941
C58 4.0577 -2.4403 1.0294
C59 3.2107 -1.4013 1.4343
C60 2.0787 -1.1028 0.5614
O5 1.8995 -1.7298 -0.5243
O6 1.1680 -0.2493 0.8703
C61 2.0278 1.5845 5.0476
C62 0.6975 0.8905 5.1351
H55 1.7624 3.7515 7.6820
H56 1.0883 2.1203 7.6710
H57 0.4281 3.3424 6.6018
H58 3.8391 3.9498 6.6735
H59 5.4979 3.3181 4.9508
H60 4.9166 1.6011 3.2615
H61 1.8335 0.4797 2.5014
H62 4.7321 -0.6661 4.3777
H63 6.1843 -2.4764 3.6342
H64 5.7785 -3.6345 1.4720
H65 3.8347 -2.9289 0.0903
H66 0.5240 0.2163 4.3010
H67 -0.1220 1.6066 5.1673
H68 0.6370 0.2979 6.0520


# 3
Formula: C21H67N25O14Si
Source: OMol25
Level of theory: wB97M-V/def2-TZVPD

For the HOMO energy, the calculation gives -8.450 eV. Its spin multiplicity is 1. Its frontier orbital gap is 8.665 eV. Its largest force on an atom is 3.3 eV Å⁻¹.

Positions of all 128 atoms, in Å:
C1 2.2513 -0.5670 1.5268
Si1 1.7328 -1.8982 0.3211
C2 1.4576 -1.0501 -1.3429
C3 3.1410 -3.1043 0.1115
O1 0.3471 -2.5846 0.9482
C4 -0.3656 -3.4822 0.1019
C5 -1.7507 -2.9013 -0.2889
C6 -1.8443 -1.4020 -0.0358
C7 -2.8221 -0.9342 1.0569
C8 -2.8331 0.6021 0.8251
N1 -2.4488 0.8247 -0.6270
C9 -2.4114 -0.5331 -1.1543
O2 -2.9030 -0.8879 -2.2107
H1 2.4784 -1.0090 2.5043
H2 3.1065 -0.0343 1.1072
H3 1.3906 0.0956 1.6641
H4 0.6348 -1.4638 -1.9330
H5 1.3303 0.0282 -1.1971
H6 2.3754 -1.1754 -1.9319
H7 4.0365 -2.4892 -0.0498
H8 3.3402 -3.6986 1.0102
H9 3.0492 -3.7541 -0.7644
H10 0.2166 -3.7589 -0.7873
H11 -0.5249 -4.4122 0.6598
H12 -1.9241 -3.0821 -1.3556
H13 -2.5520 -3.4111 0.2475
H14 -0.9116 -0.9135 0.2456
H15 -3.8205 -1.3627 0.9394
H16 -2.3760 -1.1168 2.0363
H17 -3.8084 1.0658 0.9415
H18 -2.0635 1.0986 1.4206
H19 -1.5021 1.1803 -0.6716
C10 -6.0346 -3.3341 0.9746
O3 -4.8480 -3.6079 1.1177
N2 -6.9259 -3.1790 1.9830
N3 -6.6084 -3.1406 -0.2575
H20 -7.8848 -2.9466 1.7605
H21 -6.6143 -3.2999 2.9266
H22 -6.0491 -3.2463 -1.0813
H23 -7.5869 -2.9381 -0.3605
C11 4.5659 1.7937 -1.3881
O4 4.3101 0.9812 -0.5052
N4 4.1715 1.5862 -2.6849
N5 5.2606 2.9325 -1.1527
H24 4.3648 2.2265 -3.4298
H25 3.6598 0.7468 -2.8801
H26 5.5848 3.1023 -0.2180
H27 5.5172 3.5784 -1.8727
C12 -3.8294 2.8800 3.7082
O5 -2.6228 2.6685 3.7015
N6 -4.5595 2.8826 4.8633
N7 -4.5312 3.1162 2.5652
H28 -5.5464 3.0500 4.8922
H29 -4.0675 2.7060 5.7182
H30 -4.0117 3.1181 1.7091
H31 -5.5193 3.2787 2.5336
C13 8.3049 1.5542 0.2624
O6 7.8566 2.6906 0.1284
N8 7.5286 0.4463 0.1529
N9 9.6256 1.3346 0.5350
H32 7.8666 -0.4863 0.2961
H33 6.5464 0.5734 -0.0354
H34 10.2202 2.1374 0.5968
H35 10.0313 0.4241 0.6293
C14 -8.2768 -1.7552 -3.4938
O7 -8.7883 -2.4137 -2.5966
N10 -8.8651 -1.6484 -4.7239
N11 -7.1095 -1.0659 -3.3683
H36 -8.4698 -1.1176 -5.4770
H37 -9.7271 -2.1381 -4.8665
H38 -6.6370 -1.0949 -2.4824
H39 -6.7031 -0.5314 -4.1187
C15 11.9303 1.7806 -2.5580
O8 11.8436 1.3170 -1.4344
N12 13.0592 1.6552 -3.3214
N13 10.8974 2.4645 -3.1378
H40 13.1480 2.0301 -4.2455
H41 13.8312 1.1602 -2.9182
H42 10.0589 2.5705 -2.5960
H43 10.9395 2.8578 -4.0575
C16 6.1983 -2.0434 2.6889
O9 6.1889 -1.8033 1.4925
N14 5.4642 -1.3111 3.5751
N15 6.9349 -3.0646 3.2281
H44 5.4460 -1.4865 4.5610
H45 4.9119 -0.5604 3.2017
H46 7.4735 -3.6247 2.5963
H47 6.9508 -3.2784 4.2063
C17 -7.6412 3.3218 -1.7643
O10 -7.8847 4.3921 -1.2289
N16 -8.5987 2.3625 -1.9440
N17 -6.3988 2.9940 -2.2268
H48 -8.4163 1.4754 -2.3760
H49 -9.5257 2.5691 -1.6271
H50 -5.6712 3.6742 -2.1230
H51 -6.1776 2.1229 -2.6718
C18 11.9501 3.1594 4.2939
O11 12.7093 3.3141 5.2336
N18 11.2052 4.1837 3.7730
N19 11.7756 1.9470 3.6817
H52 10.5668 4.0738 3.0083
H53 11.3063 5.0841 4.1997
H54 12.2991 1.1728 4.0414
H55 11.1570 1.8042 2.9064
C19 -0.0158 0.7660 4.9033
O12 0.8855 0.6552 5.7208
N20 -0.6734 1.9436 4.6858
N21 -0.4346 -0.2906 4.1385
H56 -1.4191 2.0660 4.0192
H57 -0.3779 2.7306 5.2295
H58 0.0323 -1.1671 4.2693
H59 -1.1674 -0.2263 3.4586
C20 -10.6283 -2.0617 0.7609
O13 -9.6251 -2.4947 1.3132
N22 -11.7406 -1.7030 1.4640
N23 -10.6976 -1.9123 -0.5916
H60 -12.5735 -1.3485 1.0363
H61 -11.7088 -1.8081 2.4600
H62 -9.8898 -2.1722 -1.1346
H63 -11.5076 -1.5629 -1.0653
C21 -4.6056 -0.3112 -6.5784
O14 -5.2246 0.3358 -5.7472
N24 -4.7501 -0.1051 -7.9228
N25 -3.7181 -1.2815 -6.2163
H64 -4.2462 -0.6197 -8.6186
H65 -5.3890 0.6107 -8.2110
H66 -3.5828 -1.4306 -5.2323
H67 -3.1910 -1.8250 -6.8718


Number 1: E_LUMO -0.211 eV. Number 2: E_LUMO 0.194 eV. Number 3: E_LUMO 0.215 eV.